1.
Below is a 2-piece molecular cluster, C5H13NO2 overall in a non-equilibrium geometry, with properties calculated with ωB97M-V/def2-TZVPD.

Last column: Löwdin spin population.
Cartesian coordinates (Å):
O -2.294 3.028 0.327  0.17
O 1.020 0.460 1.268  0.04
N -0.525 -0.636 0.247  0.01
C 2.995 -0.796 -0.554  0.01
C -1.407 -0.580 -0.926  0.12
C -1.337 -0.408 1.462  0.20
C 0.687 -0.044 0.185  0.04
C 1.661 -0.155 -0.926  0.01
H -1.481 -1.645 -1.348  0.02
H -1.064 0.067 -1.709  0.02
H -3.080 2.600 0.834  0.11
H 3.371 -0.488 0.482  0.00
H -1.481 0.626 1.531  0.05
H 2.926 -1.897 -0.449  0.00
H -2.516 -0.531 -0.794  0.05
H -2.207 -1.062 1.587  0.06
H 2.039 0.956 -1.289  0.00
H 3.801 -0.641 -1.244  0.00
H 1.351 -0.613 -1.905  0.01
H -1.629 2.377 0.820  0.04
H -0.829 -0.618 2.401  0.02

Values from the calculation:
HOMO-LUMO gap (spin up / spin down) in Eh: 0.08910 / 0.33735
Expectation value of S²: 0.751
Highest occupied orbital energy (spin up / spin down) in hartree: 0.0365 / -0.2146
DFT total energy in eV: -10978.23326
Multiplicity: 2
LUMO energy (spin up / spin down) in eV: 3.4 / 3.3
Total charge: -1
Energy above the lowest of the compared OMol25 structures with the same formula, charge and spin in kcal per mole: 62.28



2.
Below is C3H5O2Tl as an isolated structure in a non-equilibrium geometry, with properties calculated with ωB97M-V/def2-TZVPD.

Last column: Löwdin charge in e.
Cartesian coordinates (Å):
Tl -1.017 -0.612 2.735  0.93
O -0.572 -0.475 0.485  -0.61
O -0.611 -2.712 1.679  -0.26
C -0.144 0.126 -0.695  -0.44
C 0.659 1.408 -0.542  -0.11
C -0.396 -2.666 0.518  0.07
H 0.848 1.863 -1.527  0.07
H 0.494 -0.609 -1.228  0.10
H 1.650 1.198 -0.109  0.07
H 0.104 2.163 0.036  0.07
H -1.015 0.315 -1.351  0.11

Values from the calculation:
HOMO-LUMO gap in Eh: 0.30582
Highest occupied orbital energy in hartree: -0.3113
DFT total energy in eV: -11978.74634
LUMO energy in eV: -0.2
Total charge: 0



3.
Below is a 3-piece molecular cluster, C21H41N2O10P overall in a non-equilibrium geometry, with properties calculated with ωB97M-V/def2-TZVPD.

Last column: Löwdin charge in e.
Cartesian coordinates (Å):
P -4.381 1.161 -0.687  0.49
O -3.942 2.702 -0.293  -0.10
O 2.836 3.824 -1.269  -0.19
O -5.803 0.774 0.070  -0.13
O 2.169 1.378 2.467  -0.18
O 1.072 -4.248 -3.539  -0.18
O -3.864 -0.424 2.088  0.04
O -4.561 1.040 -2.154  -0.26
O -1.958 0.643 1.468  0.15
O -3.271 0.016 -0.215  -0.03
O 5.397 -3.187 -4.295  -0.20
N 2.663 0.902 -0.613  -0.05
N 2.815 -1.673 -4.083  -0.05
C 2.114 0.001 0.402  -0.19
C -2.992 0.114 1.179  -0.54
C 2.420 2.711 2.056  -0.10
C 1.475 -1.798 -3.509  -0.19
C -5.676 -1.133 4.403  -0.03
C 5.252 -1.871 -3.761  -0.21
C 4.251 3.859 -1.253  -0.12
C 5.387 -3.231 -5.710  -0.12
C 2.296 2.816 -2.124  -0.20
C -6.755 -1.228 5.404  -0.07
C -4.821 0.037 4.368  -0.16
C 3.893 -1.698 -3.096  -0.21
C 1.655 1.698 -1.312  -0.20
C -6.996 -0.159 6.387  -0.04
C -6.103 1.017 6.324  -0.24
C 1.142 -3.079 -2.735  -0.22
C 2.322 -4.859 -3.809  -0.10
C 1.354 0.624 1.579  -0.22
C -5.039 1.133 5.340  -0.01
C -3.665 0.277 3.343  -0.12
C -6.285 2.241 7.314  -0.07
H 4.659 3.886 -2.268  0.09
H -5.449 2.225 8.058  0.08
H -3.660 1.389 3.147  0.14
H -4.746 3.142 0.056  0.09
H -6.559 1.102 -0.450  0.10
H 3.314 1.529 -0.158  0.06
H 1.290 -0.934 -2.863  0.09
H -4.381 2.041 5.316  0.12
H 0.483 1.204 1.261  0.09
H 3.765 -2.524 -2.387  0.10
H 5.694 -4.232 -6.017  0.09
H 1.466 -0.731 -0.094  0.11
H 1.515 3.298 -2.719  0.12
H 1.800 -3.238 -1.873  0.11
H 4.385 -3.045 -6.106  0.07
H -7.815 -0.220 7.145  0.10
H 2.749 -4.458 -4.731  0.07
H 0.953 2.162 -0.610  0.11
H 1.088 1.046 -1.983  0.11
H 0.959 -0.203 2.176  0.12
H -7.421 -2.119 5.459  0.09
H 4.663 3.001 -0.714  0.07
H 3.027 -4.751 -2.980  0.09
H -5.521 -1.970 3.684  0.11
H 0.136 -2.949 -2.322  0.12
H 2.961 -0.558 0.811  0.12
H -2.684 0.038 3.830  0.15
H 3.047 2.428 -2.820  0.12
H 6.024 -1.760 -2.994  0.12
H 3.883 -0.759 -2.533  0.11
H 2.595 3.312 2.950  0.09
H -7.299 2.120 7.766  0.07
H 5.429 -1.102 -4.520  0.12
H 0.771 -1.721 -4.343  0.12
H 2.950 -2.437 -4.733  0.06
H -6.177 3.173 6.699  0.08
H 1.577 3.144 1.511  0.09
H 2.148 -5.925 -3.973  0.09
H 3.331 2.757 1.456  0.07
H 6.091 -2.509 -6.136  0.09
H 4.558 4.768 -0.735  0.09

Values from the calculation:
Structure (SMILES): Cc1cccc(COC(=O)OP(=O)(O)O)c1.COCCNCCOC.COCCNCCOC
HOMO-LUMO gap in Eh: 0.30569
Highest occupied orbital energy in hartree: -0.3093
DFT total energy in eV: -55184.30377
LUMO energy in eV: -0.1
Total charge: 0



4.
Below is one molecule with the formula C2H3IN2 in a non-equilibrium geometry, with properties calculated with ωB97M-V/def2-TZVPD.

Last column: Löwdin charge in e.
Cartesian coordinates (Å):
I 1.560 2.226 -2.086  0.73
N 0.848 -0.689 -2.652  0.06
N -0.267 -0.149 -2.865  0.08
C 0.064 0.072 -0.102  -0.08
C 0.525 0.386 -1.784  -1.01
H -0.309 0.995 0.418  0.05
H 1.163 -0.264 0.215  0.09
H -0.784 -0.713 -0.197  0.07

Values from the calculation:
Structure (SMILES): CC1(I)N=N1
HOMO-LUMO gap in Eh: 0.35511
Highest occupied orbital energy in hartree: -0.3561
DFT total energy in eV: -13200.11169
LUMO energy in eV: 0.0
Total charge: 0
Energy above the lowest of the compared OMol25 structures with the same formula, charge and spin in kcal per mole: 39.30